{"formula": "C37H37BrFGe2N6O5Pd", "method": "ωB97M-V/def2-TZVPD", "species": ["Pd", "C", "C", "C", "C", "C", "C", "C", "F", "C", "C", "C", "O", "C", "C", "N", "C", "C", "O", "O", "H", "H", "H", "H", "H", "H", "H", "H", "H", "H", "H", "N", "N", "N", "C", "N", "N", "H", "H", "H", "C", "Ge", "C", "C", "Ge", "C", "C", "C", "C", "C", "C", "C", "C", "C", "C", "C", "C", "H", "H", "H", "H", "H", "H", "H", "H", "H", "H", "H", "H", "H", "H", "H", "H", "H", "H", "H", "Br", "C", "C", "C", "C", "C", "C", "C", "O", "O", "H", "H", "H", "H"], "xyz": [[0.028, -0.374, 0.624], [5.929, 3.373, -1.546], [5.937, 3.371, -0.027], [7.222, 2.780, 0.523], [7.235, 2.853, 2.037], [6.012, 2.202, 2.603], [6.011, 1.678, 3.871], [4.864, 1.067, 4.365], [4.888, 0.563, 5.582], [3.692, 0.955, 3.620], [3.665, 1.472, 2.349], [2.423, 1.345, 1.552], [1.456, 0.771, 2.050], [2.468, 1.943, 0.233], [3.616, 2.545, -0.174], [4.765, 2.621, 0.556], [4.821, 2.106, 1.815], [1.296, 2.082, -0.746], [1.425, 2.915, -1.620], [0.240, 1.395, -0.511], [6.875, 3.800, -1.877], [5.142, 3.988, -1.978], [5.863, 2.361, -1.947], [5.819, 4.393, 0.349], [8.057, 3.344, 0.110], [7.327, 1.748, 0.178], [7.254, 3.901, 2.357], [8.126, 2.386, 2.456], [6.895, 1.723, 4.494], [2.823, 0.466, 4.038], [3.622, 3.020, -1.140], [-2.708, -0.332, 5.322], [-2.306, -0.811, 4.091], [-3.059, -1.619, 3.382], [-2.364, -1.710, 2.263], [-1.243, -0.977, 2.328], [-1.226, -0.396, 3.511], [-3.313, -1.030, 5.743], [-1.886, -0.204, 5.905], [-2.669, -2.294, 1.414], [-3.132, -3.591, -1.157], [-2.859, -2.444, -2.705], [-4.465, -1.973, -3.692], [-1.259, -2.894, -3.721], [-1.974, -0.085, -1.555], [-3.364, 0.328, -0.242], [-2.990, 1.282, 0.713], [-3.853, 1.610, 1.747], [-5.082, 0.968, 1.853], [-5.455, 0.016, 0.914], [-4.600, -0.304, -0.131], [-1.792, 0.944, -3.209], [-1.578, 2.305, -2.999], [-1.487, 3.162, -4.086], [-1.588, 2.664, -5.378], [-1.775, 1.303, -5.585], [-1.876, 0.443, -4.502], [-3.131, -4.625, -1.516], [-4.085, -3.402, -0.667], [-2.302, -3.495, -0.457], [-4.747, -2.841, -4.296], [-4.307, -1.128, -4.359], [-5.291, -1.751, -3.019], [-0.952, -3.903, -3.442], [-0.430, -2.221, -3.502], [-1.460, -2.865, -4.791], [-2.027, 1.781, 0.643], [-3.568, 2.364, 2.470], [-5.753, 1.215, 2.665], [-6.416, -0.476, 0.992], [-4.909, -1.041, -0.859], [-1.457, 2.705, -2.000], [-1.323, 4.217, -3.915], [-1.513, 3.334, -6.224], [-1.843, 0.906, -6.590], [-2.008, -0.614, -4.693], [3.802, -6.825, -3.773], [2.972, -5.426, -2.826], [3.616, -4.202, -2.710], [3.005, -3.178, -2.009], [1.751, -3.372, -1.440], [1.116, -4.606, -1.561], [1.726, -5.638, -2.249], [1.093, -2.275, -0.705], [1.750, -1.247, -0.346], [-0.149, -2.345, -0.425], [4.587, -4.060, -3.164], [3.494, -2.219, -1.905], [0.150, -4.755, -1.096], [1.250, -6.605, -2.336]], "mulliken_spin": [1.689, 0.007, -0.027, 0.008, -0.012, 0.099, -0.051, 0.141, 0.030, 0.079, -0.038, 0.084, 0.220, 0.092, -0.075, 0.245, 0.156, 0.023, 0.048, 0.095, 0.000, 0.000, 0.000, 0.014, 0.000, 0.000, 0.014, 0.004, 0.002, 0.007, -0.002, 0.002, 0.007, -0.002, 0.021, 0.046, 0.006, 0.000, 0.000, -0.001, 0.057, 0.382, 0.012, 0.078, 0.839, 0.140, 0.104, 0.007, 0.024, -0.005, -0.012, 0.125, 0.041, 0.000, 0.027, -0.006, -0.010, 0.014, 0.001, -0.009, 0.022, 0.003, 0.000, 0.001, -0.002, 0.008, 0.012, 0.001, 0.000, 0.001, -0.026, 0.010, -0.001, 0.001, -0.002, 0.003, 0.000, 0.000, 0.000, 0.007, 0.006, 0.006, 0.000, -0.100, 0.222, 0.080, 0.000, 0.003, 0.007, 0.000], "spin_multiplicity": 6, "homo_energy_ev": [-11.95, -12.95], "energy_ev": -247400.785, "lumo_ev": [-5.65, -8.84], "de_lowest_kcal_mol": 2.7, "orbital_gap_ev": [6.297, 4.104], "molar_mass_g_mol": 996.28, "total_charge": 2}


{"formula": "C4H7NOS2", "method": "ωB97M-V/def2-TZVPD", "species": ["C", "S", "C", "O", "N", "C", "C", "S", "H", "H", "H", "H", "H", "H", "H"], "xyz": [[1.774, 1.532, -0.004], [2.524, 0.117, -0.692], [1.554, -1.205, 0.149], [0.228, -1.396, -0.341], [-0.609, -0.401, 0.134], [-1.805, -0.677, -0.274], [-2.909, 0.205, 0.086], [-4.452, 0.177, -0.473], [2.328, 2.386, -0.406], [1.836, 1.462, 1.082], [0.751, 1.586, -0.343], [2.040, -2.155, -0.115], [1.526, -1.055, 1.226], [-2.103, -1.527, -0.883], [-2.683, 0.951, 0.853]], "nbo_charge": [-0.768, 0.202, -0.218, -0.377, -0.076, -0.042, -0.301, 0.068, 0.234, 0.218, 0.229, 0.221, 0.196, 0.208, 0.207], "homo_energy_ev": -8.99, "energy_ev": -29466.670, "lumo_ev": -1.22, "smiles": "CSCO/N=C/C=S", "de_lowest_kcal_mol": 72.0, "orbital_gap_ev": 7.772, "molar_mass_g_mol": 149.24}